(1)
ORCA calculation (the ωB97M-V functional and the def2-TZVPD basis) on a 2-piece molecular cluster, C6H16N3O2P overall at a distorted geometry.

```
28
Properties=species:S:1:pos:R:3:forces:R:3
C 1.938822 1.986967 -1.898398 0.5 -0.9 0.4
C 2.013940 4.283745 -2.528959 0.1 4.0 2.0
C 0.560964 -2.140052 -1.097772 -0.2 -1.6 4.0
C -1.275555 -0.641051 -1.779075 0.3 1.9 -0.5
C -0.101772 -1.651310 2.510383 0.2 0.0 0.0
C -1.471010 0.405482 2.698882 2.6 2.6 -3.4
N 2.373952 3.102765 -1.894280 0.1 -2.0 -0.7
N -0.366727 -1.081997 -0.777867 1.1 -0.6 1.4
N -0.641599 -0.498148 1.822336 -0.6 0.4 2.0
O 1.704022 0.845163 -1.779368 0.0 0.2 -0.3
O -0.429568 1.393430 0.139804 -0.4 1.0 -0.7
P 0.050545 0.035387 0.395438 -3.3 -0.3 0.7
H 1.333532 0.018089 0.659365 2.6 -0.8 0.1
H 0.946579 4.489659 -2.516343 -0.2 -0.3 -0.1
H 2.446568 5.017082 -1.778960 -0.7 0.0 -1.2
H 2.415133 4.635713 -3.479397 0.4 -1.1 -0.2
H 0.146682 -3.192070 -1.164440 -0.1 1.3 -0.4
H 1.278384 -1.941639 -1.833482 0.8 0.4 -1.5
H 1.119786 -2.245588 -0.110081 0.0 -0.1 -1.3
H -0.952952 0.461551 -1.878393 -1.0 -1.5 -1.1
H -1.007584 -1.342140 -2.607942 -1.1 1.2 0.0
H -2.348421 -0.600733 -1.441972 0.9 -0.6 -0.5
H 0.845782 -1.543999 3.027117 0.5 0.7 0.1
H -0.762580 -2.003569 3.281904 -0.7 -0.2 0.1
H 0.081011 -2.454023 1.830206 -0.2 -0.7 -0.6
H -1.760770 1.253975 2.000177 0.6 -0.7 1.0
H -2.373314 0.027024 2.941315 -2.8 -2.1 0.9
H -1.009352 0.839509 3.588088 0.5 -0.3 -0.1
```
Forces are in eV/Å.

Values from the calculation:
total charge	0
structure (SMILES)	CN(C)[PH](=O)N(C)C.CN=C=O
E_tot	-24334.4796	eV
relative energy (zero: lowest compared OMol25 entry of this formula, charge and spin)	0.000	eV
Kohn-Sham gap	9.34	eV
E_HOMO	-0.3144	hartree

(2)
ORCA calculation (the ωB97M-V functional and the def2-TZVPD basis) on a 3-piece molecular cluster, C6H16N4 overall at a distorted geometry.

```
26
Properties=species:S:1:pos:R:3:forces:R:3
C 4.694188 -0.740197 4.870187 -0.5 0.3 -0.5
C 1.657344 -2.581192 3.097670 2.7 0.5 -1.0
C -0.245417 0.266563 4.724962 0.1 -1.4 2.1
C -1.241157 -1.290031 3.099359 0.0 -1.9 -1.6
C -0.744619 2.360680 -8.698543 0.0 0.7 -2.2
C -0.071165 -0.972135 3.872694 0.0 1.7 1.6
N 3.681014 -0.989405 4.429256 -0.7 -0.3 0.0
N -1.619718 3.189430 -8.016627 -1.4 0.7 1.5
N -2.796145 3.270096 -8.406165 0.6 2.5 4.6
N 1.099977 -1.460615 3.768131 -0.1 0.3 0.0
H 5.581810 -0.306799 5.154115 1.8 0.4 0.8
H 1.831164 -2.503854 2.007469 0.0 0.6 0.6
H 2.623487 -2.765384 3.631337 -0.8 0.1 -0.9
H 1.109955 -3.416747 3.209873 -2.3 -2.9 0.6
H 0.080127 1.069955 4.135290 0.5 1.5 -0.6
H 0.238399 0.259402 5.735050 0.4 -0.2 -1.2
H -1.267250 0.416413 5.036543 -0.5 0.0 -0.5
H -1.466991 -2.362414 2.980331 0.2 0.3 0.0
H -2.107183 -0.778255 3.416861 -0.8 0.5 0.5
H -0.976608 -0.908453 2.110279 -0.2 -0.1 -0.4
H 0.031887 3.155787 -8.993226 -0.7 -1.3 -0.3
H -0.212586 1.605644 -8.133902 -0.1 0.1 0.6
H -1.400794 1.933114 -9.475865 1.5 -0.4 -0.6
H -3.372945 3.882336 -7.714972 0.8 -1.1 -2.0
H -3.253826 2.705677 -9.072235 -0.5 -1.1 -1.6
H 1.876127 -1.008283 4.232001 0.1 0.6 0.6
```
Forces are in eV/Å.

Values from the calculation:
total charge	+2
E_tot	-12423.5488	eV
relative energy (zero: lowest compared OMol25 entry of this formula, charge and spin)	2.469	eV
Kohn-Sham gap	9.23	eV
E_HOMO	-0.6246	hartree

(3)
ORCA calculation (the ωB97M-V functional and the def2-TZVPD basis) on C6H16N4O12S as an isolated structure at a distorted geometry.

```
39
Properties=species:S:1:pos:R:3:forces:R:3
C -0.676395 -1.442790 -1.897226 -1.1 0.2 0.3
N 0.264585 -0.316291 -1.888467 -0.3 1.4 -0.9
O -0.044091 0.721322 -2.458883 -0.2 -0.5 0.2
O 1.329786 -0.455622 -1.343007 0.6 -0.5 0.7
H -1.295235 -1.383079 -0.972718 0.8 -0.2 -0.6
H -0.094848 -2.334628 -2.035813 0.1 -0.4 0.4
H -1.360802 -1.308103 -2.721012 0.0 0.2 -0.2
C -2.310445 2.979530 -0.448149 0.1 0.7 1.4
N -2.130596 1.825648 0.503911 -0.9 0.6 -0.5
O -2.174325 2.064630 1.692430 0.3 -0.3 -0.2
O -2.055360 0.728426 -0.001088 0.4 -0.5 0.2
H -3.287671 2.928101 -0.932416 0.4 -0.5 -0.1
H -1.435837 3.024499 -1.085469 -0.2 -0.2 -0.3
H -2.321669 3.828086 0.235833 0.1 0.1 -0.3
C -2.546318 -4.311398 0.764216 -0.1 1.0 0.6
N -2.887099 -3.220243 -0.190504 0.3 -0.9 -1.4
O -3.226424 -2.148991 0.236094 -0.2 0.3 0.4
O -2.702438 -3.468707 -1.378238 -0.2 0.1 0.4
H -2.589432 -5.297947 0.270493 -0.2 0.7 0.4
H -3.180361 -4.076238 1.643440 0.3 -0.9 -0.5
H -1.526195 -4.012313 1.007598 0.1 -0.5 0.2
C 0.325108 -0.771718 2.256542 -0.1 0.0 -1.7
N 1.101752 -1.808685 1.486672 -0.1 -0.1 0.5
O 0.411585 -2.638738 0.904312 0.5 0.3 0.1
O 2.312853 -1.818118 1.547105 -0.5 0.0 -0.2
H -0.066525 -1.275995 3.093206 -0.5 -0.6 1.1
H -0.490589 -0.492114 1.586635 0.1 0.2 0.2
H 0.927798 0.063487 2.541883 0.6 0.3 0.0
C 3.547357 1.199960 -0.339935 0.0 2.8 0.2
C 3.176264 2.375019 -1.308173 0.1 -0.9 1.4
O 2.938400 3.435298 -0.377812 1.3 2.3 -1.1
S 2.105894 2.930913 0.806480 -0.7 0.6 1.7
O 0.760357 2.724575 0.407421 -0.8 0.2 -0.2
O 2.380397 3.672379 1.997503 -0.1 -0.3 -1.0
O 2.805331 1.576157 0.865497 0.5 -2.8 0.5
H 4.562094 1.371162 0.015757 0.3 -0.7 -0.5
H 3.263679 0.251269 -0.727050 0.0 -0.7 0.2
H 2.228294 2.254760 -1.759634 -0.8 -0.8 -1.1
H 3.961135 2.626506 -1.997430 0.2 0.3 -0.1
```
Forces are in eV/Å.

Values from the calculation:
total charge	0
E_tot	-47834.8194	eV
Kohn-Sham gap	11.13	eV
E_HOMO	-0.4039	hartree

(4)
ORCA calculation (the ωB97M-V functional and the def2-TZVPD basis) on a 2-piece molecular cluster, C6H16NO overall.

```
24
Properties=species:S:1:pos:R:3:forces:R:3
C -2.134601 -0.856130 -0.574921 -0.2 -0.6 -0.5
C -0.731060 -0.466394 -0.175568 0.3 0.0 0.6
C 0.147218 -1.662224 0.168458 -0.2 -0.1 0.4
C 1.616371 -1.331402 0.447699 0.0 0.0 -0.6
C 2.205357 0.937982 1.303282 0.1 0.2 -0.2
C 1.837138 -0.310525 1.517204 -0.1 -0.5 0.3
N -0.116239 0.414337 -1.237153 -0.2 -0.4 -0.5
H -2.742088 -1.077134 0.306617 0.0 0.3 -0.1
H -2.608848 -0.113883 -1.220424 -0.2 0.1 0.4
H -2.137137 -1.781099 -1.164632 0.2 0.1 0.1
H -0.739217 0.176183 0.705702 -0.1 0.1 -0.1
H -0.343029 -2.101467 1.044927 0.2 0.0 0.1
H 0.087735 -2.451153 -0.578088 0.0 0.1 -0.4
H 2.067192 -0.979474 -0.487828 0.1 0.1 0.0
H 2.136370 -2.266824 0.651130 0.0 0.0 0.2
H 2.452079 1.286818 0.302687 0.0 0.1 0.0
H 2.340935 1.645402 2.105404 0.0 0.1 0.1
H 1.687716 -0.665019 2.535067 -0.1 0.2 0.0
H 0.809744 0.750046 -0.954592 -0.2 0.0 0.0
H -0.763868 1.208488 -1.391440 0.2 0.2 0.3
H -0.038542 -0.087139 -2.124623 0.2 0.0 0.1
H -1.858191 3.414420 -1.164042 0.3 -0.1 0.0
H -2.810997 2.417842 -0.554334 0.6 -0.2 0.0
O -1.869951 2.518318 -0.797952 -0.9 0.3 -0.1
```
Forces are in eV/Å.

Values from the calculation:
total charge	+1
E_tot	-10012.8070	eV
relative energy (zero: lowest compared OMol25 entry of this formula, charge and spin)	0.505	eV
Kohn-Sham gap	10.48	eV
E_HOMO	-0.4944	hartree

(5)
ORCA calculation (the ωB97M-V functional and the def2-TZVPD basis) on a 2-piece molecular cluster, C6H16NO overall at a distorted geometry.

```
24
Properties=species:S:1:pos:R:3:forces:R:3
C 0.750426 -2.062148 2.052285 1.4 -2.2 0.6
C 0.635918 -0.803371 1.182691 2.4 0.0 1.9
C -0.231008 -1.043991 -0.021439 1.4 -1.1 -1.9
C 0.265467 -0.191647 -1.155961 0.7 0.6 0.4
C -0.497955 0.157887 -2.149513 -1.9 1.7 -1.3
C -0.121843 0.915916 -3.399120 4.3 -2.7 2.0
N 0.088465 0.390278 2.012216 -0.9 -1.2 -1.9
H -0.097507 -2.427900 2.657186 -0.2 0.8 -0.5
H 0.989009 -2.965062 1.419341 -0.5 1.1 0.0
H 1.633658 -2.189307 2.740095 -0.7 1.1 -0.4
H 1.809651 -0.406621 1.010540 -3.3 -1.2 -0.3
H -1.308796 -0.972275 0.103366 -0.1 0.4 0.5
H -0.105894 -2.116727 -0.413333 0.1 1.3 1.1
H 1.290603 0.214100 -1.164646 -0.1 -0.9 0.1
H -1.570785 0.033206 -2.021215 -0.1 -0.6 -0.2
H -0.881472 1.214887 -3.972153 -3.3 -0.6 -3.1
H 0.804578 0.369780 -3.839916 -2.0 1.2 0.0
H 0.137908 1.913653 -3.236134 1.6 1.7 1.3
H -0.778604 0.214942 2.518334 -0.8 -0.1 -1.0
H 0.054455 1.249640 1.431051 -0.7 -0.2 0.5
H 0.639705 0.507120 2.787063 2.7 0.7 2.2
H -1.835869 2.387571 0.232138 -1.2 -0.3 -0.9
H -0.489360 3.031736 0.349879 -0.6 0.0 0.4
O -1.180752 2.578336 0.877245 1.9 0.6 0.3
```
Forces are in eV/Å.

Values from the calculation:
total charge	+1
E_tot	-10010.7005	eV
relative energy (zero: lowest compared OMol25 entry of this formula, charge and spin)	2.612	eV
Kohn-Sham gap	9.69	eV
E_HOMO	-0.4716	hartree

(6)
ORCA calculation (the ωB97M-V functional and the def2-TZVPD basis) on a 2-piece molecular cluster, C6H16NO2 overall at a distorted geometry.

```
25
Properties=species:S:1:pos:R:3:forces:R:3
C 1.053456 -0.122052 -0.917787 -0.1 -0.1 -0.4
N -0.032978 0.869429 -0.913955 -0.7 0.5 0.4
C -0.928831 0.745005 0.244235 -0.1 0.8 0.8
C -0.508016 1.534444 1.521062 0.5 -0.4 -0.4
C 0.992939 1.461338 1.799583 0.8 -0.9 0.3
O 1.372044 0.229301 2.241123 -0.2 0.3 -0.3
C 0.521024 -1.552673 -1.153993 0.6 0.4 0.0
C 0.565589 -2.405305 0.110482 -0.9 0.0 0.1
H 1.658625 0.151219 -1.791659 0.2 0.0 0.3
H 1.618613 -0.114491 0.029309 0.1 0.1 -0.3
H 0.373530 1.794975 -0.776795 0.2 -0.3 -0.4
H -1.929286 1.129567 -0.009344 0.1 -0.3 -0.1
H -1.005130 -0.292693 0.549306 -0.1 -0.2 -0.2
H -0.795314 2.594979 1.481654 -0.4 -0.1 -0.1
H -0.954028 0.971625 2.348296 -0.3 0.6 0.2
H 1.541906 1.740988 0.857238 -0.1 0.3 0.0
H 1.267399 2.305167 2.481873 -0.2 0.0 0.2
H -0.477699 -1.466415 -1.590344 0.0 -0.2 0.0
H 1.174962 -2.005771 -1.902967 -0.2 -0.1 -0.2
H 0.312788 -1.784262 0.969025 0.2 0.0 0.2
H 1.549725 -2.832450 0.298020 0.0 0.0 0.0
H -0.185930 -3.205860 0.066546 0.3 -0.1 0.0
H -1.935733 0.709466 -2.041004 0.2 -0.3 -0.2
H -2.631164 -0.529018 -1.574031 -0.1 0.0 -0.1
O -2.618490 0.073495 -2.325882 -0.1 0.2 0.1
```
Forces are in eV/Å.

Values from the calculation:
total charge	-1
E_tot	-12066.0308	eV
relative energy (zero: lowest compared OMol25 entry of this formula, charge and spin)	1.280	eV
Kohn-Sham gap	6.54	eV
E_HOMO	-0.1006	hartree

(7)
ORCA calculation (the ωB97M-V functional and the def2-TZVPD basis) on the molecule C6H16NO2P at a distorted geometry.

```
26
Properties=species:S:1:pos:R:3:forces:R:3
C -1.318697 -1.557167 0.417034 -2.1 -1.2 -0.4
C 1.216000 -1.813532 0.056932 1.5 -1.7 -1.9
C 0.258392 -1.372025 2.217567 0.0 -0.6 0.7
C 0.097738 0.506712 0.654336 -1.2 -1.6 -2.2
C -0.210793 0.872070 -0.841653 0.3 0.7 0.1
C 0.092302 -1.044192 0.690206 -0.6 -0.3 2.6
N -1.394686 1.698980 -0.916169 -1.8 0.7 0.4
O 1.428768 3.098457 -0.434373 -0.4 -0.8 -1.0
O 0.386833 2.557468 -2.922333 -0.3 0.9 1.3
P 1.060614 2.084787 -1.465507 -1.5 0.7 -0.6
H -2.064274 -0.853385 0.844502 0.5 -0.2 -0.2
H -1.545318 -2.533064 0.983184 0.6 1.2 -1.0
H -1.691084 -1.704660 -0.649440 0.9 0.2 1.1
H 2.140426 -1.604525 0.699616 -0.9 -0.3 -1.4
H 0.980997 -2.945331 0.192627 0.4 1.9 -0.2
H 1.432222 -1.724156 -1.137684 -0.5 0.2 2.9
H 1.115793 -0.882822 2.727940 -0.3 -0.1 -0.6
H -0.652426 -0.950079 2.677003 0.4 -0.5 0.3
H 0.374605 -2.493075 2.447642 -0.5 1.6 -0.5
H -0.787404 0.849406 1.259818 1.4 0.0 -0.2
H 1.087357 0.822056 0.912468 0.2 0.7 0.7
H -0.388925 -0.085050 -1.415644 0.6 1.3 0.2
H -0.293779 3.272948 -2.850019 0.9 -0.9 0.1
H -1.860650 1.888299 -1.823281 0.8 -0.2 1.2
H -1.525910 2.404306 -0.163613 0.2 -0.8 -1.2
H 2.061898 1.507575 -2.161157 1.4 -0.8 -0.2
```
Forces are in eV/Å.

Values from the calculation:
total charge	0
structure (SMILES)	CC(C)(C)C[C@@H](N)[P@H](=O)O
E_tot	-21355.4046	eV
relative energy (zero: lowest compared OMol25 entry of this formula, charge and spin)	0.126	eV
Kohn-Sham gap	9.66	eV
E_HOMO	-0.3303	hartree

(8)
ORCA calculation (the ωB97M-V functional and the def2-TZVPD basis) on the molecule C6H16NOP at a distorted geometry.

```
25
Properties=species:S:1:pos:R:3:forces:R:3
C 3.249049 -0.712566 0.392860 0.2 0.8 -1.3
C -1.342492 -1.155854 0.807274 -1.4 -0.2 -1.2
C -1.921807 1.345374 0.816734 0.9 1.2 2.4
C -1.992687 0.077950 -1.272060 -0.8 0.5 0.3
C 1.772057 -0.756989 0.694436 1.8 3.3 0.2
C -1.369532 0.210923 0.090468 -5.6 -2.5 -0.7
N 1.174612 0.727461 -1.674405 -0.3 4.0 -1.5
O 1.156103 1.874619 0.640327 -0.1 1.3 0.5
P 0.739297 0.637001 -0.050324 4.4 -1.2 -0.3
H 3.704772 -1.423370 0.994823 1.2 -1.0 1.8
H 3.460191 -1.157979 -0.559908 -0.1 0.1 -1.0
H 3.801058 0.252984 0.418279 -0.8 -0.5 0.3
H -0.965840 -1.909699 0.084962 0.5 0.3 0.5
H -0.834689 -1.195890 1.790630 -0.4 0.0 -0.6
H -2.441657 -1.546059 0.832881 1.5 1.0 0.6
H -1.685013 2.351823 0.348894 -1.1 -1.2 0.1
H -1.326225 1.476491 1.795900 -1.1 -0.4 -0.9
H -3.000440 1.038733 1.062043 1.1 1.2 -0.3
H -2.208347 1.013526 -1.742956 0.0 1.1 0.0
H -1.573801 -0.469751 -2.074548 1.4 -1.1 -0.5
H -2.987419 -0.373038 -1.209008 -0.3 -0.2 0.4
H 1.621150 -0.390762 1.695714 -0.2 -0.3 0.8
H 1.371897 -1.683355 0.544952 -1.2 -2.3 -0.4
H 0.868707 1.676108 -2.161730 1.2 -2.0 1.6
H 0.731056 0.092313 -2.266234 -0.7 -1.8 -0.9
```
Forces are in eV/Å.

Values from the calculation:
total charge	0
<S²>	2.0082
spin multiplicity	3
E_tot	-19302.4321	eV
relative energy (zero: lowest compared OMol25 entry of this formula, charge and spin)	1.451	eV
Kohn-Sham gap (spin up / spin down)	4.30 / 7.41	eV
E_HOMO (spin up / spin down)	-0.1303 / -0.3717	hartree

(9)
ORCA calculation (the ωB97M-V functional and the def2-TZVPD basis) on an isolated ion of composition C6H16NOSi and charge +1 at a distorted geometry.

```
25
Properties=species:S:1:pos:R:3:forces:R:3
C 0.406332 -1.184336 2.321703 -1.5 1.8 0.3
C -1.041961 -1.022605 1.714580 0.6 2.4 0.4
C -0.647844 0.364715 -2.208343 -1.4 0.7 -0.7
C -1.271720 0.073799 -3.367891 -2.2 -2.2 4.1
C 0.705214 0.993629 -2.313294 0.8 -2.1 -0.9
C 1.678469 0.823853 1.541349 -2.4 0.5 1.2
N 1.345209 -0.569549 1.344068 4.2 -3.2 2.2
O -1.005629 -0.848238 0.343995 0.9 0.3 -1.3
Si -1.710171 0.344414 -0.676893 1.0 -0.1 1.6
H 0.468351 -0.697693 3.299692 0.1 0.4 -0.3
H 0.626183 -2.190895 2.575160 0.4 -1.1 -0.7
H -1.475097 -1.921954 1.902343 -1.7 -2.5 0.7
H -1.651359 -0.207945 2.166945 0.7 -0.4 0.2
H -0.803086 0.205820 -4.245942 1.5 0.5 -3.2
H -2.174934 -0.594909 -3.348288 0.6 1.3 -0.2
H 2.329162 -1.147081 1.427636 -3.2 1.5 -0.9
H 1.385129 0.202911 -2.781277 -0.7 1.1 0.5
H 1.103467 1.182754 -1.347471 0.6 0.8 0.7
H 0.694857 1.836632 -2.982623 0.2 0.5 0.1
H 0.875792 1.358763 1.113732 -0.8 0.9 -1.1
H 1.497404 1.087876 2.567162 1.1 0.0 0.7
H 2.562293 1.070796 1.066324 1.9 0.6 -0.5
H 0.862870 -0.635678 0.467798 -0.3 -0.8 -1.4
H -1.697229 1.566453 0.305214 0.1 -0.7 -1.1
H -3.061701 -0.091532 -0.885678 -0.6 -0.1 -0.4
```
Forces are in eV/Å.

Values from the calculation:
total charge	+1
structure (SMILES)	C=C(C)[SiH2]OCC[NH2+]C
E_tot	-17888.7706	eV
relative energy (zero: lowest compared OMol25 entry of this formula, charge and spin)	1.136	eV
Kohn-Sham gap	9.77	eV
E_HOMO	-0.4794	hartree